Entry 1:
Entry from OMol25: a cluster of 2 separate species, C3H7F2NO in total (ωB97M-V with the def2-TZVPD basis set).

Structure (ORCA input):
```
! wB97M-V def2-TZVPD RIJCOSX def2/J DEFGRID3
* xyz 0 1
C 0.921 -0.511 -1.759
C -1.054 0.505 -1.116
C -0.720 -0.433 2.127
N -0.033 0.824 2.092
O 0.149 0.566 -1.616
F -1.149 -0.860 3.363
F -0.087 -1.505 1.704
H -1.510 -0.353 1.410
H 0.579 -1.616 -1.618
H 1.919 -0.385 -2.154
H -1.345 -0.389 -0.601
H -1.640 1.382 -1.179
H 0.808 0.846 2.671
H -0.506 1.590 1.712
*
```

Summary:
LUMO (spin up / spin down): 0.60 / 0.70 eV
ΔE to the lowest compared entry with this formula, charge and spin: 3.146 eV
Frontier orbital gap (spin up / spin down): 8.3 / 8.4 eV
Calculated total energy: -12192.9024 eV
Highest occupied orbital energy (spin up / spin down): -7.7 / -7.7 eV

Atomic charges from the natural (NBO) analysis, expressed in e, are listed below: number 1, C, carries -0.13; number 2, C, carries -0.14; number 3, C, carries 0.67; number 4, N, carries -0.89; number 5, O, carries -0.38; number 6, F, carries -0.36; number 7, F, carries -0.34; number 8, H, carries 0.11; number 9, H, carries 0.16; number 10, H, carries 0.17; number 11, H, carries 0.15; number 12, H, carries 0.17; number 13, H, carries 0.40; number 14, H, carries 0.40



Entry 2:
Entry from OMol25: the ion C3H7F3OP with charge +1 (ωB97M-V with the def2-TZVPD basis set).

Structure (ORCA input):
```
! wB97M-V def2-TZVPD RIJCOSX def2/J DEFGRID3
* xyz 1 3
C -0.037 -1.437 -1.073
C 1.386 0.229 0.241
C 0.254 -0.711 0.209
O -1.038 -0.182 0.763
F -0.319 2.218 1.169
F -1.549 1.671 -0.858
F -2.609 1.629 1.427
P -1.359 1.257 0.616
H 0.732 -2.247 -1.309
H -1.077 -1.887 -1.169
H 0.094 -0.725 -1.924
H 1.295 0.995 -0.574
H 2.351 -0.197 0.119
H 1.418 0.604 1.217
H 0.458 -1.216 1.146
*
```

Summary:
<S²>: 2.005
LUMO (spin up / spin down): -3.06 / -11.07 eV
Frontier orbital gap (spin up / spin down): 5.7 / 6.9 eV
Calculated total energy: -22700.4213 eV
Highest occupied orbital energy (spin up / spin down): -8.8 / -18.0 eV

Atomic charges from the natural (NBO) analysis, expressed in e, are listed below: number 1, C, carries -0.65; number 2, C, carries -0.59; number 3, C, carries -0.05; number 4, O, carries -0.84; number 5, F, carries -0.51; number 6, F, carries -0.51; number 7, F, carries -0.51; number 8, P, carries 2.55; number 9, H, carries 0.26; number 10, H, carries 0.29; number 11, H, carries 0.32; number 12, H, carries 0.32; number 13, H, carries 0.25; number 14, H, carries 0.25; number 15, H, carries 0.44



Entry 3:
Entry from OMol25: a cluster of 2 separate species, C3H7FN2O in total (ωB97M-V with the def2-TZVPD basis set).

Structure (ORCA input):
```
! wB97M-V def2-TZVPD RIJCOSX def2/J DEFGRID3
* xyz 0 1
H 3.247 1.195 -1.183
N 2.939 0.569 -0.523
N 1.911 0.744 0.136
H 1.524 1.664 -0.038
C -1.764 0.111 0.784
C -0.676 -0.664 0.088
O -0.391 -1.840 0.769
C -0.042 -0.403 -1.067
F -0.343 0.785 -1.733
H -1.697 0.959 0.049
H -1.578 0.320 1.873
H -2.816 -0.336 0.827
H -0.996 -2.018 1.462
H 0.681 -1.087 -1.444
*
```

Summary:
Structure (SMILES): [H]/N=N\[H].C/C(O)=C\F
LUMO: 0.81 eV
ΔE to the lowest compared entry with this formula, charge and spin: 3.417 eV
Frontier orbital gap: 9.3 eV
Calculated total energy: -10965.7496 eV
Highest occupied orbital energy: -8.5 eV

Atomic charges from the natural (NBO) analysis, expressed in e, are listed below: number 1, H, carries 0.29; number 2, N, carries -0.32; number 3, N, carries -0.27; number 4, H, carries 0.28; number 5, C, carries -0.71; number 6, C, carries 0.26; number 7, O, carries -0.69; number 8, C, carries 0.12; number 9, F, carries -0.36; number 10, H, carries 0.25; number 11, H, carries 0.23; number 12, H, carries 0.23; number 13, H, carries 0.48; number 14, H, carries 0.20